# C18H15Cl4N5O3

A single C18H15Cl4N5O3 molecule in a non-equilibrium geometry (ωB97M-V/def2-TZVPD, the Open Molecules 2025 dataset).

For the gap between HOMO and LUMO, the calculation gives 0.308 Ha. For the lowest unoccupied orbital energy, the calculation gives -0.25 eV. The energy is -3034.9770 Eh. The calculation puts the energy above the lowest of the compared OMol25 structures with the same formula, charge and spin at 363.2 kJ/mol. As for the SMILES: O=C(C(=C1N(Cc2ccc(Cl)nc2)CCN1Cc1ccc(Cl)nc1)[N+](=O)[O-])C(Cl)Cl. The multiplicity is 1.

Each line ends with the natural charge from an NBO analysis.
Cartesian coordinates (Å):
O  -1.18  1.32  0.25  -0.6579
C  -0.75  1.88  -0.85  0.4641
C  0.60  1.58  -1.24  -0.3230
C  1.12  0.26  -1.03  0.6005
N  0.60  -0.94  -1.55  -0.3743
C  -0.59  -0.90  -2.38  -0.2420
C  -1.88  -1.22  -1.83  -0.0533
C  -2.16  -1.52  -0.49  -0.1913
C  -3.40  -1.69  -0.07  -0.2279
C  -4.46  -1.64  -1.03  0.1476
Cl  -6.03  -1.67  -0.47  0.0665
N  -4.11  -1.65  -2.33  -0.4161
C  -2.90  -1.35  -2.76  0.0319
C  1.19  -2.14  -0.99  -0.2304
C  2.27  -1.55  -0.04  -0.2289
N  1.94  -0.06  -0.09  -0.3167
C  2.54  0.80  0.93  -0.2278
C  2.09  0.56  2.36  -0.0888
C  0.81  0.21  2.65  -0.1770
C  0.47  -0.02  4.00  -0.2241
C  1.44  0.24  5.06  0.1817
Cl  0.99  -0.27  6.68  0.0216
N  2.71  0.55  4.70  -0.4283
C  3.01  0.79  3.45  0.0634
N  1.30  2.49  -2.03  0.5078
O  1.76  2.12  -3.14  -0.4290
O  1.52  3.54  -1.48  -0.3598
C  -1.53  2.96  -1.51  -0.2720
Cl  -3.06  2.25  -2.16  -0.0082
Cl  -1.86  4.40  -0.53  0.0231
H  -0.48  -1.78  -2.98  0.2193
H  -0.61  -0.12  -3.09  0.2506
H  -1.40  -1.27  0.20  0.2191
H  -3.50  -1.99  0.94  0.2232
H  -2.77  -1.35  -3.81  0.1977
H  1.75  -2.74  -1.76  0.2174
H  0.47  -2.79  -0.50  0.2217
H  2.24  -2.01  1.01  0.2405
H  3.29  -1.59  -0.42  0.2164
H  3.60  0.65  0.78  0.2121
H  2.19  1.75  0.61  0.2533
H  0.13  0.06  1.88  0.2462
H  -0.47  -0.43  4.28  0.2273
H  4.13  0.91  3.15  0.1971
H  -1.02  3.37  -2.34  0.2265